[1]
20
Properties=species:S:1:pos:R:3 method="wB97M-V/def2-TZVPD" gap_ev=9.58 total_energy_ev=-76919.0340 charge=+1 homo_ha=-0.54164
C -1.4171 -0.3504 0.3538
C 0.2211 -1.4797 -1.3641
C 0.6608 2.1012 0.2059
C 1.6906 -0.5250 1.2647
C -0.3689 -0.1718 -0.8008
N 0.7210 0.6633 -0.2125
Br 3.0988 0.4213 2.0032
H -0.9664 -1.0182 1.0945
H -1.7964 0.6979 0.7057
H -2.3262 -0.8897 -0.0263
H -0.3402 -1.9929 -2.1512
H 0.3219 -2.1833 -0.5689
H 1.1240 -1.2150 -1.8820
H -0.3707 2.5252 -0.0757
H 0.9846 2.1652 1.2146
H 1.2724 2.6784 -0.4003
H 0.8120 -0.3818 1.8252
H 2.0416 -1.4850 0.8805
H -0.9681 0.3696 -1.4653
H 1.4284 0.5684 -0.8685

[2]
12
Properties=species:S:1:pos:R:3 method="wB97M-V/def2-TZVPD" gap_ev=8.46 total_energy_ev=-31206.8824 charge=+1 homo_ha=-0.48167
C -0.2810 -0.2725 0.8664
C -0.1865 -0.0604 -0.4404
C -1.2857 -0.7220 -0.9919
N -1.5152 -0.8780 -2.3064
N 0.9840 -0.0358 1.5943
Cl 1.1391 0.5439 -1.4468
Cl -2.4525 -1.4446 0.0318
H -2.4847 -1.3093 -2.4603
H -1.0623 -0.5319 -3.1049
H 1.5363 0.8824 1.1907
H 1.7678 -0.6852 1.4248
H 0.8261 -0.2332 2.5821

[3]
16
Properties=species:S:1:pos:R:3 method="wB97M-V/def2-TZVPD" gap_ev=9.62 total_energy_ev=-28680.9696 homo_ha=-0.32734
F -1.0562 -1.6963 -0.5332
C -1.1296 -0.9316 0.6179
C -0.0072 0.1463 0.6768
C 1.4271 -0.3913 0.3031
S 1.7215 -0.9925 -1.4321
C -0.3468 1.4648 0.0344
S -1.2035 1.6231 -1.5320
H -2.1300 -0.5596 0.6996
H -0.9696 -1.7469 1.3851
H 0.0673 0.3311 1.8114
H 1.8363 -1.2060 1.0103
H 2.1432 0.4696 0.2654
H 0.5980 -1.7340 -1.3685
H 0.5470 2.1030 -0.0215
H -1.1397 1.9723 0.5380
H -0.3577 1.1479 -2.4547

[4]
76
Properties=species:S:1:pos:R:3 method="wB97M-V/def2-TZVPD" gap_ev=6.08 total_energy_ev=-128653.2373 homo_ha=-0.24476
Ti 1.2060 0.8357 0.2430
O 2.0944 -0.3683 1.2817
C 1.3428 -1.4874 1.0341
C 1.4108 -2.2635 -0.0506
C 0.3512 -3.3313 -0.1952
C 0.0344 -3.9503 1.1496
C 0.0055 -3.1918 2.2461
C 0.2902 -1.7614 2.0230
C -0.5909 -0.7769 2.2281
N -0.6462 0.3486 1.3759
C -1.0470 1.5419 2.1510
C 0.1539 1.9582 2.9795
N 1.2311 2.1072 2.0102
C 2.3296 2.7004 2.2781
C 3.2851 3.0335 1.2456
C 4.5550 3.5138 1.5826
C 5.4029 3.9988 0.6124
C 4.9594 4.0502 -0.7126
C 3.7057 3.5970 -1.0673
C 2.8566 3.0484 -0.0991
O 1.6706 2.5633 -0.4464
H 2.1482 -2.1078 -0.8263
H 0.7322 -4.1085 -0.8599
H -0.2101 -5.0048 1.1932
H -0.2695 -3.5785 3.2199
H -1.4124 -0.8687 2.9360
H -1.9151 1.3227 2.7782
H -1.3213 2.3417 1.4580
H 0.4024 1.1668 3.6931
H -0.0066 2.8921 3.5228
H 2.5744 3.0164 3.2951
H 4.8584 3.5025 2.6233
H 6.3901 4.3546 0.8716
H 5.6123 4.4505 -1.4782
H 3.3608 3.6308 -2.0924
C -1.0744 0.6383 -3.4357
C 0.1597 0.6652 -2.5853
O -0.0219 0.5373 -1.3506
C 1.4656 0.8118 -3.1596
C 1.6178 1.1341 -4.5277
C 2.8555 1.2421 -5.0982
C 3.9946 1.0002 -4.3076
C 3.8863 0.6766 -2.9821
C 2.6178 0.5877 -2.3589
O 2.5625 0.2742 -1.1023
H -1.8895 0.2096 -2.8576
H -0.9233 0.0834 -4.3589
H -1.3477 1.6657 -3.6908
H 0.7366 1.3140 -5.1284
H 2.9591 1.5018 -6.1423
H 4.9776 1.0735 -4.7569
H 4.7557 0.4944 -2.3645
Ge -2.5015 -0.2174 0.1042
C -3.6886 -0.3318 1.7528
C -3.8942 -1.4295 2.5949
C -4.7670 -1.3708 3.6726
C -5.4646 -0.1994 3.9403
C -5.2873 0.9031 3.1191
C -4.4138 0.8263 2.0396
C -2.0941 -2.2535 -0.0478
C -3.4106 -2.8419 -0.4176
C -3.6400 -3.5673 -1.5150
C -2.5352 -3.9148 -2.4049
C -1.2911 -3.5320 -2.1303
C -0.9030 -2.6768 -0.9518
H -1.8931 -2.5498 0.9808
H -3.3636 -2.3610 2.4154
H -4.9054 -2.2401 4.3045
H -6.1454 -0.1512 4.7810
H -5.8321 1.8189 3.3143
H -4.2942 1.6947 1.3969
H -4.2354 -2.6458 0.2602
H -4.6317 -3.9450 -1.7280
H -2.7374 -4.5097 -3.2877
H -0.4805 -3.8147 -2.7966
H -0.4672 -1.7769 -1.3936

[5]
50
Properties=species:S:1:pos:R:3 method="wB97M-V/def2-TZVPD" gap_ev=9.97 total_energy_ev=-28273.8076 homo_ha=-0.35695
O 5.2731 -3.8482 1.2011
C 4.4079 -3.9014 0.0642
C 2.8994 -3.8296 0.5349
O 2.6923 -2.4657 0.8613
H 6.1234 -3.4992 0.9239
H 4.6409 -3.1905 -0.7285
H 4.5848 -4.8466 -0.4490
H 2.6663 -4.5805 1.2899
H 2.2212 -3.9892 -0.3033
H 3.4501 -1.9081 0.6703
O -2.4384 4.4542 1.9132
C -3.7001 5.0666 1.7564
C -4.2250 4.9874 0.3018
O -4.8205 3.7025 0.1659
H -2.6498 3.5548 1.6523
H -4.3895 4.6365 2.4830
H -3.6858 6.1514 1.8624
H -3.5407 5.0406 -0.5450
H -4.9948 5.7549 0.2210
H -5.5957 3.8770 -0.3729
C -0.2247 0.5790 4.7944
O 0.2583 -0.7216 4.9161
H -0.5314 0.5524 3.7488
H -1.0485 0.7590 5.4851
H 0.5857 1.3077 4.8130
H 0.9193 -0.9784 4.2690
C -0.1771 1.4499 -1.6450
O 0.9625 1.2918 -2.4202
H -0.7897 2.2123 -2.1263
H -0.7839 0.5479 -1.7242
H 0.0471 1.6993 -0.6079
H 1.6337 1.0145 -1.7924
C 0.1484 -4.1087 -5.6472
O 1.3001 -3.8328 -4.9024
H -0.7350 -3.8953 -5.0454
H 0.1218 -3.3799 -6.4573
H 0.1126 -5.0975 -6.1043
H 1.0610 -3.0816 -4.3546
C 5.3255 2.6710 -0.4792
O 5.1134 1.2616 -0.6414
H 5.4276 3.1680 -1.4438
H 4.4248 3.1935 -0.1570
H 6.1859 2.9813 0.1136
H 5.8628 0.8215 -1.0493
C -5.8857 -2.2349 0.8669
O -5.1542 -1.1366 1.2757
H -6.3333 -2.6891 1.7510
H -6.4789 -2.0143 -0.0205
H -5.1541 -2.9774 0.5483
H -5.1129 -0.5292 0.5335

[6]
23
Properties=species:S:1:pos:R:3 method="wB97M-V/def2-TZVPD" gap_ev=9.86 total_energy_ev=-22832.5485 homo_ha=-0.33929
N 0.7524 -1.4157 -0.4535
C 0.9750 -2.8282 -0.1593
C -0.1032 -3.7469 -0.6863
S -0.3532 -3.8648 -2.4865
H 1.3667 -1.0603 -1.1725
H -0.2021 -1.2263 -0.7198
H 1.0043 -2.9263 0.9224
H 1.9493 -3.1401 -0.5386
H 0.0242 -4.7603 -0.3437
H -1.0360 -3.4416 -0.2304
H 0.9522 -4.0359 -2.7536
O -3.5889 2.8649 1.1550
H -4.2884 3.5121 1.0247
H -2.9741 3.0290 0.4356
O 0.9077 4.5617 1.2751
H 1.2190 3.7371 1.6669
H 0.6156 5.1335 1.9888
O -0.9469 1.9367 -0.7872
H -0.7289 2.6433 -0.1741
H -0.8773 2.2218 -1.6991
O 1.7290 1.2231 1.4887
H 2.5628 0.9363 1.1126
H 1.0408 0.6470 1.1349